(1)
Formula: C43H88F15N2O17P2S5
Source: the OMol25 dataset
Level of theory: wB97M-V/def2-TZVPD

Each line ends with the Mulliken charge.
Atoms and positions in Å:
C (18.546, -2.718, -9.102)  0.102
C (19.136, -1.603, -9.886)  -0.033
O (20.083, -1.677, -10.635)  -0.584
N (18.398, -0.250, -9.760)  1.074
H (17.409, -0.318, -9.563)  0.135
H (18.793, 0.147, -8.920)  0.278
C (18.333, 0.601, -11.028)  -0.498
H (18.306, -2.523, -8.057)  0.566
H (19.215, -3.578, -9.137)  0.409
H (17.692, -3.175, -9.603)  -0.661
H (17.725, 0.117, -11.792)  0.222
H (19.362, 0.691, -11.376)  0.220
H (18.046, 1.611, -10.736)  0.214
C (15.178, 4.004, -9.625)  -1.108
C (14.723, 2.603, -9.318)  0.260
O (15.583, 1.784, -9.259)  -0.140
N (13.259, 2.305, -9.034)  0.037
H (13.022, 2.062, -8.082)  0.383
H (12.844, 3.222, -9.112)  0.462
C (12.631, 1.437, -10.075)  -0.627
H (14.889, 4.745, -8.880)  0.463
H (14.643, 4.382, -10.496)  0.403
H (16.243, 4.196, -9.755)  -0.024
H (13.001, 0.422, -9.931)  0.161
H (12.993, 1.844, -11.019)  0.341
H (11.585, 1.477, -9.770)  0.381
C (16.250, -5.117, -3.932)  -1.166
C (15.340, -5.076, -5.169)  -1.083
C (16.056, -5.480, -6.462)  0.976
C (16.410, -6.980, -6.544)  -1.590
P (17.016, -7.499, -8.216)  1.029
C (17.443, -5.951, -9.212)  0.512
C (17.982, -6.202, -10.655)  -0.686
C (17.505, -5.299, -11.753)  -0.578
C (16.134, -5.648, -12.410)  -1.321
C (15.537, -8.053, -9.198)  -1.333
C (14.347, -7.128, -9.105)  -0.014
C (13.071, -7.639, -9.891)  -0.811
C (11.836, -6.767, -9.728)  -1.201
C (18.225, -8.744, -8.151)  -0.891
C (17.985, -10.002, -9.016)  -0.609
C (19.035, -10.261, -10.141)  -0.679
C (20.448, -10.676, -9.540)  -1.168
H (15.741, -4.640, -3.095)  0.421
H (17.188, -4.650, -4.232)  0.245
H (16.523, -6.159, -3.763)  0.321
H (14.876, -4.104, -5.332)  0.414
H (14.496, -5.748, -5.011)  0.414
H (17.005, -4.982, -6.659)  0.182
H (15.421, -5.129, -7.276)  -0.722
H (15.610, -7.646, -6.220)  0.609
H (17.168, -7.222, -5.799)  0.932
H (18.353, -5.610, -8.718)  0.322
H (16.653, -5.210, -9.091)  -0.416
H (17.565, -7.159, -10.969)  0.070
H (19.024, -6.508, -10.754)  0.680
H (18.198, -5.519, -12.566)  0.475
H (17.686, -4.231, -11.631)  0.112
H (15.930, -4.980, -13.247)  0.476
H (15.269, -5.643, -11.747)  0.062
H (16.203, -6.609, -12.921)  0.422
H (15.340, -9.019, -8.733)  0.773
H (15.756, -8.151, -10.261)  0.508
H (14.488, -6.151, -9.568)  -0.332
H (13.849, -6.885, -8.166)  0.440
H (12.869, -8.657, -9.559)  0.473
H (13.426, -7.736, -10.917)  0.379
H (11.831, -6.376, -8.710)  0.309
H (10.894, -7.258, -9.972)  0.385
H (12.055, -5.876, -10.316)  0.245
H (18.436, -8.922, -7.097)  0.803
H (19.093, -8.209, -8.537)  0.488
H (17.086, -9.749, -9.579)  0.172
H (17.763, -10.834, -8.348)  0.511
H (19.020, -9.403, -10.814)  0.131
H (18.721, -11.109, -10.749)  0.477
H (20.913, -9.795, -9.098)  0.305
H (21.155, -11.010, -10.299)  0.405
H (20.360, -11.490, -8.821)  0.285
C (21.429, 2.053, -13.120)  -1.040
C (22.820, 1.716, -13.655)  -0.715
C (22.679, 0.629, -14.689)  -0.674
C (24.068, 0.289, -15.370)  -1.153
P (23.889, -0.875, -16.751)  1.103
C (22.933, -0.082, -18.059)  -0.756
C (22.223, -1.064, -19.035)  -0.899
C (22.949, -1.487, -20.348)  -0.059
C (22.070, -2.246, -21.320)  -1.414
C (25.594, -1.435, -17.327)  -1.045
C (26.620, -0.230, -17.511)  -0.633
C (27.225, -0.344, -18.957)  -0.740
C (26.264, 0.071, -20.067)  -0.889
C (22.965, -2.376, -16.118)  -1.428
C (23.159, -3.666, -16.863)  -0.390
C (22.133, -4.775, -16.729)  -0.722
C (22.301, -6.073, -17.560)  -1.324
H (21.561, 2.683, -12.240)  0.335
H (20.797, 1.215, -12.826)  0.107
H (20.857, 2.701, -13.784)  0.400
H (23.447, 1.373, -12.833)  0.410
H (23.291, 2.567, -14.148)  0.398
H (21.952, 0.788, -15.485)  0.437
H (22.456, -0.319, -14.200)  0.300
H (24.766, -0.067, -14.612)  0.470
H (24.448, 1.207, -15.817)  0.511
H (23.667, 0.493, -18.624)  0.227
H (22.229, 0.632, -17.632)  0.654
H (21.353, -0.533, -19.422)  0.516
H (21.783, -1.857, -18.431)  0.262
H (23.864, -2.009, -20.067)  0.144
H (23.399, -0.630, -20.849)  0.420
H (21.113, -1.726, -21.277)  0.333
H (21.876, -3.303, -21.140)  0.270
H (22.380, -2.231, -22.365)  0.401
H (25.374, -2.021, -18.220)  0.548
H (25.956, -2.053, -16.506)  0.531
H (27.432, -0.277, -16.786)  0.424
H (26.164, 0.729, -17.265)  0.338
H (27.566, -1.364, -19.132)  0.350
H (28.071, 0.342, -18.908)  0.384
H (25.608, 0.877, -19.736)  0.294
H (25.556, -0.701, -20.367)  0.090
H (26.790, 0.521, -20.909)  0.452
H (21.925, -2.051, -16.097)  0.525
H (23.109, -2.434, -15.040)  0.847
H (24.143, -4.095, -16.674)  0.484
H (23.276, -3.391, -17.911)  0.081
H (21.097, -4.461, -16.856)  0.358
H (22.048, -5.107, -15.695)  0.403
H (21.660, -6.865, -17.172)  0.404
H (23.290, -6.527, -17.485)  0.336
H (22.076, -5.966, -18.621)  0.283
C (13.977, -2.994, -9.284)  0.508
F (13.349, -3.705, -8.341)  -0.202
F (14.908, -3.717, -9.942)  -0.161
F (13.077, -2.510, -10.093)  -0.208
S (14.952, -1.563, -8.465)  0.517
O (15.899, -1.008, -9.476)  -0.716
O (13.820, -0.755, -7.980)  -0.681
O (15.768, -2.165, -7.384)  -0.546
C (19.473, 4.669, -9.857)  0.584
F (18.674, 5.583, -10.410)  -0.248
F (18.785, 3.962, -8.989)  -0.071
F (19.862, 3.824, -10.774)  -0.102
S (20.982, 5.453, -9.051)  1.193
O (22.111, 4.621, -9.336)  -0.445
O (21.110, 6.829, -9.539)  -0.511
O (20.691, 5.437, -7.597)  -0.326
C (21.427, 0.233, -5.998)  0.452
F (21.344, -0.957, -6.573)  -0.227
F (20.989, 0.132, -4.738)  -0.213
F (22.715, 0.579, -5.998)  -0.217
S (20.538, 1.564, -7.138)  1.195
O (20.493, 2.854, -6.357)  -0.621
O (21.374, 1.601, -8.322)  -0.684
O (19.244, 0.972, -7.478)  -0.831
C (21.221, -4.446, -6.408)  0.615
F (21.550, -4.393, -7.744)  -0.243
F (22.284, -4.045, -5.714)  -0.229
F (20.169, -3.650, -6.062)  -0.228
S (20.678, -6.288, -5.958)  1.167
O (20.439, -6.276, -4.541)  -0.692
O (19.509, -6.636, -6.775)  -0.676
O (21.831, -7.090, -6.357)  -0.730
C (14.993, 0.368, -13.633)  0.496
F (13.866, 0.200, -14.322)  -0.246
F (14.728, 0.027, -12.344)  -0.129
F (15.885, -0.498, -14.141)  -0.219
S (15.653, 2.255, -13.775)  0.999
O (14.571, 3.040, -13.169)  -0.679
O (16.938, 2.312, -12.991)  -0.532
O (15.862, 2.505, -15.210)  -0.662

## Properties
Spin multiplicity = 2
Charge = 0
LUMO energy (alpha / beta) = -0.48 / -3.78 eV


(2)
Formula: C44H102Cl8O3S3
Source: the OMol25 dataset
Level of theory: wB97M-V/def2-TZVPD

Each line ends with the Mulliken charge.
Atoms and positions in Å:
C (2.234, -8.099, -0.901)  -0.939
S (0.946, -6.930, -1.386)  0.465
O (-0.205, -7.318, -0.457)  -0.567
C (1.750, -5.440, -0.697)  -0.030
H (3.212, -8.157, -1.378)  0.361
H (1.763, -9.081, -0.929)  0.365
H (2.355, -8.012, 0.179)  0.197
H (1.744, -5.411, 0.393)  -0.095
H (1.179, -4.591, -1.071)  -0.173
H (2.711, -5.360, -1.205)  0.415
C (5.275, -1.778, -3.031)  -0.923
S (5.533, -1.742, -1.263)  0.730
O (6.503, -2.909, -0.959)  -0.707
C (6.366, -0.151, -1.110)  -0.594
H (4.333, -1.248, -3.167)  0.217
H (5.213, -2.851, -3.211)  0.329
H (6.167, -1.388, -3.522)  0.374
H (5.665, 0.666, -1.281)  0.041
H (7.226, -0.027, -1.768)  0.385
H (6.604, -0.073, -0.049)  0.260
C (-2.480, -5.976, 1.867)  -0.693
S (-3.118, -5.220, 0.291)  0.601
O (-4.604, -5.555, 0.177)  -0.705
C (-3.024, -3.428, 0.758)  -0.750
H (-1.499, -5.643, 2.207)  -0.109
H (-2.502, -7.052, 1.691)  0.377
H (-3.166, -5.637, 2.644)  0.427
H (-3.757, -2.846, 0.199)  0.405
H (-1.996, -3.193, 0.483)  -0.010
H (-3.229, -3.207, 1.805)  0.384
C (-2.074, 3.215, -2.974)  0.079
Cl (-1.593, 1.531, -3.257)  0.006
Cl (-2.498, 3.522, -1.333)  0.050
Cl (-0.838, 4.420, -3.600)  -0.129
Cl (-3.541, 3.600, -3.924)  -0.110
C (4.185, -2.847, 2.771)  0.290
Cl (3.659, -2.641, 4.404)  -0.121
Cl (5.435, -1.598, 2.456)  -0.145
Cl (4.873, -4.492, 2.562)  -0.108
Cl (2.933, -2.585, 1.640)  0.049
C (-1.293, -2.985, -3.888)  -1.057
C (-1.789, -3.005, -5.387)  -0.480
C (-2.229, -1.638, -5.928)  -0.410
C (-2.854, -1.665, -7.282)  -0.733
C (-4.236, -2.339, -7.277)  -0.146
C (-5.085, -2.194, -8.494)  -1.402
H (-0.296, -2.632, -3.621)  0.130
H (-1.342, -4.003, -3.502)  0.388
H (-1.990, -2.452, -3.241)  0.340
H (-0.959, -3.369, -5.993)  0.272
H (-2.575, -3.748, -5.524)  0.332
H (-1.313, -1.056, -6.031)  0.283
H (-2.863, -1.179, -5.169)  0.278
H (-3.058, -0.630, -7.557)  0.296
H (-2.178, -1.998, -8.069)  0.404
H (-4.217, -3.388, -6.982)  0.291
H (-4.742, -1.819, -6.464)  0.217
H (-5.168, -1.119, -8.649)  0.321
H (-4.580, -2.373, -9.443)  0.333
H (-6.060, -2.666, -8.616)  0.346
C (1.856, -1.399, -1.717)  -0.151
C (1.212, -0.083, -1.292)  0.907
C (0.462, -0.235, 0.082)  0.623
C (-0.230, 1.038, 0.430)  -0.222
C (-0.625, 1.330, 1.921)  0.304
C (-1.713, 0.302, 2.221)  -1.111
H (1.219, -2.247, -1.469)  -0.326
H (2.748, -1.652, -1.144)  -0.303
H (2.138, -1.362, -2.770)  0.481
H (1.858, 0.794, -1.271)  -0.434
H (0.506, 0.323, -2.016)  -0.155
H (1.133, -0.628, 0.846)  -0.132
H (-0.386, -0.910, -0.036)  -0.042
H (0.473, 1.834, 0.185)  0.031
H (-1.049, 1.254, -0.255)  -0.038
H (0.251, 1.181, 2.553)  0.357
H (-1.141, 2.270, 2.116)  -0.333
H (-2.493, 0.451, 1.474)  0.337
H (-1.401, -0.738, 2.320)  -0.075
H (-2.098, 0.535, 3.214)  0.503
C (2.405, 5.881, 1.425)  -1.187
C (1.562, 6.196, 0.153)  0.172
C (0.065, 5.796, 0.327)  0.384
C (-0.823, 6.903, 0.990)  -0.715
C (-2.250, 6.402, 1.327)  -0.385
C (-2.212, 5.588, 2.581)  -0.852
H (2.233, 4.861, 1.768)  0.207
H (2.199, 6.561, 2.251)  0.386
H (3.467, 5.734, 1.226)  0.366
H (1.693, 7.252, -0.082)  0.388
H (1.992, 5.666, -0.698)  -0.284
H (0.023, 4.777, 0.712)  -0.258
H (-0.265, 5.655, -0.702)  -0.014
H (-0.330, 7.226, 1.906)  0.288
H (-0.925, 7.758, 0.322)  0.371
H (-2.865, 7.262, 1.592)  0.296
H (-2.726, 5.938, 0.463)  0.236
H (-3.183, 5.124, 2.754)  0.190
H (-1.483, 4.786, 2.467)  0.148
H (-1.976, 6.272, 3.396)  0.341
C (-4.965, 1.762, 3.399)  -1.130
C (-6.065, 2.557, 2.582)  -0.322
C (-7.572, 2.175, 2.802)  -0.781
C (-8.594, 2.549, 1.837)  -0.786
C (-8.736, 3.999, 1.403)  -0.123
C (-9.922, 4.263, 0.527)  -1.328
H (-3.930, 1.846, 3.066)  0.069
H (-5.122, 0.692, 3.260)  0.390
H (-4.936, 1.867, 4.483)  0.406
H (-5.922, 3.618, 2.785)  0.294
H (-5.825, 2.510, 1.520)  0.361
H (-8.005, 2.600, 3.708)  0.290
H (-7.660, 1.112, 3.027)  0.346
H (-8.587, 1.852, 0.998)  0.405
H (-9.539, 2.259, 2.296)  0.332
H (-8.949, 4.534, 2.329)  0.241
H (-7.746, 4.332, 1.093)  0.307
H (-9.931, 3.619, -0.353)  0.331
H (-10.882, 4.081, 1.010)  0.327
H (-9.957, 5.256, 0.079)  0.359
C (0.404, -3.569, 3.871)  -1.287
C (0.766, -5.090, 4.078)  0.280
C (1.866, -5.514, 5.085)  -0.492
C (2.500, -6.890, 4.734)  -0.351
C (3.710, -7.144, 5.613)  -0.361
C (4.384, -8.543, 5.392)  -1.350
H (-0.249, -3.388, 4.725)  0.448
H (-0.234, -3.407, 3.002)  0.212
H (1.051, -2.694, 3.931)  0.312
H (-0.173, -5.638, 3.996)  0.451
H (1.227, -5.356, 3.127)  -0.288
H (1.388, -5.657, 6.054)  0.406
H (2.623, -4.746, 5.247)  0.035
H (1.765, -7.689, 4.825)  0.359
H (2.876, -6.725, 3.724)  0.122
H (4.529, -6.501, 5.288)  0.140
H (3.439, -7.028, 6.663)  0.367
H (5.197, -8.811, 6.066)  0.399
H (3.699, -9.362, 5.613)  0.337
H (4.927, -8.761, 4.472)  0.321
C (6.594, 7.907, -0.107)  -1.155
C (7.102, 7.012, -1.313)  -0.537
C (5.990, 6.258, -1.979)  -0.676
C (5.157, 5.276, -1.146)  -0.098
C (4.289, 4.271, -1.996)  -0.554
C (3.796, 3.212, -1.071)  -0.869
H (5.792, 8.558, -0.455)  0.307
H (7.397, 8.534, 0.280)  0.352
H (6.104, 7.401, 0.724)  0.284
H (7.533, 7.670, -2.067)  0.328
H (7.935, 6.374, -1.015)  0.335
H (6.449, 5.715, -2.805)  0.354
H (5.183, 6.945, -2.237)  0.283
H (5.871, 4.838, -0.449)  0.468
H (4.581, 5.887, -0.451)  -0.330
H (3.459, 4.902, -2.311)  0.232
H (4.883, 3.770, -2.761)  0.498
H (3.258, 3.478, -0.160)  0.180
H (3.015, 2.697, -1.630)  0.265
H (4.527, 2.420, -0.908)  0.083

## Properties
Charge = 0
LUMO energy = -0.08 eV


> What is the formula in the second record?

C44H102Cl8O3S3


> charge of number 1 (C43H88F15N2O17P2S5)?

0